Run 1
Density functional theory data (the ωB97M-V functional and the def2-TZVPD basis) for a single C8H10N2O2 molecule.

```
! wB97M-V def2-TZVPD RIJCOSX def2/J DEFGRID3
* xyz 0 1
C -1.35622 -1.44364 -1.07926
C -0.10104 -1.89441 -1.51446
C -1.25210 0.62932 0.01222
C 1.11044 -1.27134 -0.82379
C 0.85661 -0.62913 0.53954
C 0.10764 0.71722 0.55982
C -0.04304 1.17946 2.02391
C 0.82920 1.79761 -0.27446
N -3.69876 -1.58337 -1.34571
N -2.56059 -1.58898 -1.31268
O 0.04165 -2.74550 -2.38156
O -2.24700 1.22324 -0.09237
H 1.82895 -2.08476 -0.68866
H 1.56417 -0.56435 -1.52130
H 0.30133 -1.33585 1.15829
H 1.82249 -0.46542 1.02161
H 0.93946 1.40658 2.43224
H -0.50355 0.40072 2.62516
H -0.66599 2.06800 2.08862
H 0.73507 1.58882 -1.33820
H 1.88196 1.81272 -0.00404
H 0.40931 2.78307 -0.08491
*
```

Calculated values
Kohn-Sham gap (alpha / beta)	8.06 / 8.06	eV
E_LUMO (alpha / beta)	-0.282 / -0.282	eV



Run 2
Density functional theory data (the ωB97M-V functional and the def2-TZVPD basis) for a single C8H10N2O2 molecule.

```
! wB97M-V def2-TZVPD RIJCOSX def2/J DEFGRID3
* xyz 0 1
H -1.97067 -2.64117 -1.30482
N -1.04523 -2.39703 -0.87736
C -1.08764 -1.36567 -0.24657
N -2.26186 -0.50647 0.06110
O -2.01698 0.13566 1.42546
C 0.23202 -0.64906 0.04280
C 1.37481 -1.39723 0.20920
C 2.71042 -0.98984 0.11690
C 2.95425 0.37640 0.11823
C 1.79346 1.23244 0.06701
C 0.37511 0.65313 0.16129
O -0.53618 1.72028 0.11711
C -1.00962 2.32316 -1.00926
H -3.10088 -1.01229 0.25850
H -1.80893 0.96810 1.04798
H 1.18221 -2.45665 0.13225
H 3.54392 -1.62471 -0.14355
H 3.82710 0.95539 0.15251
H 1.57501 2.36804 -0.17995
H -1.54013 1.63896 -1.60431
H -1.78819 2.89695 -0.33898
H -0.40128 3.28436 -1.40404
*
```

Calculated values
Kohn-Sham gap	9.65	eV
structure (SMILES)	[H]/N=C(\NO)c1ccccc1OC
E_LUMO	0.812	eV



Most stable structure - run 1; separation to the second - 0.0682 hartree.



Run 1
Density functional theory data (the ωB97M-V functional and the def2-TZVPD basis) for 2 unconnected molecules or ions with the total composition C8H10N2O2.

```
! wB97M-V def2-TZVPD RIJCOSX def2/J DEFGRID3
* xyz 0 1
C 0.93635 0.95945 0.92474
C 0.85767 1.90346 -0.04036
C -0.53369 0.26398 -0.72546
C 0.01153 -1.26208 2.66326
C -2.07313 -0.50968 -2.10684
C 0.02651 -1.28427 1.34481
C -0.22049 -2.43956 0.38625
C -0.63222 2.25475 -2.04829
N 0.18444 -0.12954 0.58903
N -0.05034 1.45613 -0.97290
O -2.91096 -0.64589 -1.29170
O -1.55480 -0.60402 -3.17015
H 1.36173 1.00951 1.83823
H 1.52274 2.79432 0.00686
H 0.17974 -0.45303 3.24001
H 0.04093 -2.23194 3.30440
H 0.46497 -2.43266 -0.48614
H -0.10706 -3.52286 0.85346
H -1.32173 -2.39562 0.15404
H 0.23571 2.62269 -2.50674
H -1.12976 1.52431 -2.60819
H -1.23332 2.95690 -1.61713
*
```

Calculated values
Kohn-Sham gap	9.59	eV
E_LUMO	0.783	eV



Run 2
Density functional theory data (the ωB97M-V functional and the def2-TZVPD basis) for a single C8H10N2O2 molecule.

```
! wB97M-V def2-TZVPD RIJCOSX def2/J DEFGRID3
* xyz 0 1
C 1.36837 2.71704 -0.59945
C 0.52701 1.49043 -0.13465
C -0.12462 1.53964 1.04697
C -1.12153 0.58865 1.44399
C -1.12330 -0.74948 1.13112
C 0.14285 -1.36811 0.69417
N 0.18063 -2.78762 0.81297
C -0.08897 -0.79510 -0.69236
N -0.63548 -1.62197 -1.70761
O -0.45824 -1.22541 -2.87734
O -1.25176 -2.58842 -1.34788
C 0.42588 0.44644 -1.03136
H 0.81240 3.58949 -0.52443
H 1.70051 2.51773 -1.57509
H 2.12902 2.69280 0.10204
H -0.30013 2.52593 1.40770
H -1.86763 1.10597 2.16079
H -2.00002 -1.40819 1.37515
H 0.86934 -0.94394 1.34325
H -0.52292 -3.31446 0.32010
H 0.98031 -3.30970 0.72078
H 0.35825 0.89829 -2.06886
*
```

Calculated values
Kohn-Sham gap	8.25	eV
structure (SMILES)	CC1=CC=C[C@@H](N)C([N+](=O)[O-])=C1
E_LUMO	-0.689	eV



Most stable structure - run 1; separation to the second - 0.0987 hartree.



Run 1
Density functional theory data (the ωB97M-V functional and the def2-TZVPD basis) for a molecular structure, C6H9O2.

```
! wB97M-V def2-TZVPD RIJCOSX def2/J DEFGRID3
* xyz -1 1
O -0.82980 2.27135 -1.79664
C 0.21581 2.47938 -1.14836
O 0.44227 3.28471 -0.23438
C -0.28708 0.48560 1.24007
C 0.39896 -0.64604 0.56339
C -0.33167 -1.59898 -0.11050
C -0.20011 -2.98215 0.17667
C 0.57864 -3.54747 1.11642
H 0.24571 0.86750 2.10071
H -1.36176 0.53813 1.14912
H 1.42117 -0.85498 0.88330
H 0.03528 0.66539 0.15710
H -1.10177 -1.22158 -0.77546
H -0.77288 -3.68427 -0.42806
H 1.12402 1.84806 -1.37524
H 0.69338 -4.60991 1.09526
H 1.19842 -2.96694 1.78305
*
```

Calculated values
Kohn-Sham gap	7.45	eV
E_LUMO	3.514	eV



Run 2
Density functional theory data (the ωB97M-V functional and the def2-TZVPD basis) for a gas-phase ion, C6H9O2 (charge -1).

```
! wB97M-V def2-TZVPD RIJCOSX def2/J DEFGRID3
* xyz -1 1
C 2.98117 -1.13030 1.46911
C 2.26461 -1.12127 0.10456
C 1.15315 -0.39307 0.06060
C 0.04584 -0.67738 -0.95986
C -1.31917 -0.51414 -0.34646
C -1.74112 1.05510 -0.23230
O -0.98589 1.74698 0.48114
O -2.79595 1.36349 -0.80712
H 2.37761 -1.43522 2.33244
H 3.48516 -0.18144 1.64361
H 3.80714 -1.84547 1.59684
H 2.56171 -1.84957 -0.62484
H 0.90888 0.25086 0.89977
H 0.13692 -1.70275 -1.34579
H 0.34353 -0.00435 -1.78071
H -2.11544 -0.82464 -1.01442
H -1.43142 -0.89574 0.66450
*
```

Calculated values
Kohn-Sham gap	7.37	eV
structure (SMILES)	C/C=C/CCC(=O)[O-]
E_LUMO	3.608	eV



Most stable structure - run 2; separation to the second - 0.1203 hartree.



Run 1
Density functional theory data (the ωB97M-V functional and the def2-TZVPD basis) for 2 unconnected molecules or ions with the total composition C2H6N2OP.

```
! wB97M-V def2-TZVPD RIJCOSX def2/J DEFGRID3
* xyz -1 1
C -0.38638 -0.49447 0.23454
C 0.19571 0.89601 0.59579
N 0.70489 -1.38856 -0.18050
N 1.90009 -0.88076 -0.49326
O 2.75013 -0.21562 0.75472
P 1.88756 0.73538 -0.36774
H -0.81104 -1.02644 1.13492
H -1.29010 -0.41027 -0.44944
H -0.32603 1.77614 0.11124
H 0.38610 1.05611 1.56712
H 0.77188 -2.26713 0.22042
H 0.84134 0.86517 -2.12321
*
```

Calculated values
Kohn-Sham gap	6.27	eV
E_LUMO	4.299	eV



Run 2
Density functional theory data (the ωB97M-V functional and the def2-TZVPD basis) for a gas-phase ion, C2H6N2OP (charge -1).

```
! wB97M-V def2-TZVPD RIJCOSX def2/J DEFGRID3
* xyz -1 1
O 3.05137 0.15046 0.56501
P 1.94203 0.30295 -0.40586
C 0.42647 1.06546 0.38606
C -0.61379 0.11099 -0.14110
N -0.10682 -1.27808 -0.08159
N 1.30823 -1.13448 0.17647
H 0.21329 2.15321 0.06506
H 0.56189 1.21943 1.41441
H -1.60689 -0.00534 0.32804
H -0.96010 0.31708 -1.11944
H -0.20904 -1.64221 -0.96741
H 1.85719 -1.99102 -0.03430
*
```

Calculated values
Kohn-Sham gap	6.66	eV
structure (SMILES)	[O-]P1CCNN1
E_LUMO	4.416	eV



Most stable structure - run 2; separation to the second - 0.1156 hartree.



Run 1
Density functional theory data (the ωB97M-V functional and the def2-TZVPD basis) for 2 unconnected molecules or ions with the total composition C3H9O2PS.

```
! wB97M-V def2-TZVPD RIJCOSX def2/J DEFGRID3
* xyz 0 1
C -3.15251 -1.79032 -0.12926
C 1.90841 3.16718 -0.25888
C 0.99689 -1.75024 0.25358
O 1.34403 1.90702 -0.47092
O 1.49509 -0.42229 0.02546
P 0.64464 0.92430 0.57930
S -2.02606 -0.26078 -0.23942
H -3.13254 -2.22763 0.82866
H -2.97106 -2.54056 -0.92243
H 1.17393 3.95360 -0.24924
H 2.61597 3.27579 -1.15886
H 2.31138 3.24945 0.79008
H 1.52675 -2.27168 -0.56949
H -0.10148 -1.71619 0.58277
H 1.56060 -2.08491 1.14997
H -4.19404 -1.41273 -0.21133
*
```

Calculated values
Kohn-Sham gap (alpha / beta)	5.81 / 7.13	eV
E_LUMO (alpha / beta)	-1.454 / -0.869	eV



Run 2
Density functional theory data (the ωB97M-V functional and the def2-TZVPD basis) for 2 unconnected molecules or ions with the total composition C3H9O2PS.

```
! wB97M-V def2-TZVPD RIJCOSX def2/J DEFGRID3
* xyz 0 1
C -1.54670 -0.29197 0.62571
P -0.52868 -0.32912 -0.85987
C 0.11911 1.38497 -1.12630
O 0.48963 -1.38374 -0.90308
O -1.72796 -0.46586 -1.97214
H -1.77816 -1.33495 0.90583
H -1.16978 0.33933 1.52126
H -2.44862 0.38050 0.31664
H 0.33771 1.46736 -2.30276
H -0.68071 2.06386 -0.91616
H 1.07508 1.54693 -0.47961
H -1.94887 -1.37431 -2.03762
C 2.53154 -0.45343 1.70040
S 1.53151 -0.52194 2.96662
H 3.61961 -0.66340 1.86203
H 2.12529 -0.36422 0.69903
*
```

Calculated values
Kohn-Sham gap	8.49	eV
structure (SMILES)	CP(C)(=O)O.C=S
E_LUMO	-0.299	eV



Most stable structure - run 2; separation to the second - 0.1212 hartree.